(1)
Formula: C21H38N4O5S
Source: OMol25
Level of theory: ωB97M-V/def2-TZVPD

Calculated values
HOMO-LUMO gap   9.708 eV
Structure (SMILES)   O=S1(=O)CCCC1.CC(C)=O.CC(C)=O.CC(C)=O.CC#N.CC#N.CC#N.CC#N

Positions of all 69 atoms, in Å:
1 O 8.5459 12.9176 -13.2497
2 S 7.3341 12.2188 -12.9221
3 O 6.9402 11.9606 -11.5291
4 C 5.9571 12.9853 -13.9358
5 C 5.4468 11.8104 -14.8427
6 C 6.6654 10.9762 -15.1732
7 C 7.3400 10.6561 -13.8589
8 H 6.5390 13.6202 -14.6039
9 H 5.2127 13.5170 -13.3430
10 H 4.6810 11.2024 -14.3611
11 H 4.9710 12.2415 -15.7236
12 H 7.2476 11.6777 -15.7707
13 H 6.3522 10.1205 -15.7714
14 H 8.3632 10.2810 -13.8834
15 H 6.6877 9.9476 -13.3484
16 C 15.8452 10.8528 -4.9386
17 C 14.6148 10.2401 -4.3108
18 C 13.3185 10.4676 -5.0080
19 O 14.6891 9.6297 -3.2048
20 H 15.8148 10.7559 -6.0239
21 H 16.7573 10.4258 -4.5218
22 H 15.8558 11.8917 -4.6091
23 H 13.2354 11.5520 -5.0814
24 H 12.4912 10.0279 -4.4509
25 H 13.3428 10.0152 -5.9994
26 C 12.8747 10.3233 -12.7929
27 C 12.3519 10.6346 -14.2033
28 C 13.3487 10.4980 -15.3276
29 O 11.2275 11.0492 -14.4412
30 H 13.6784 11.0408 -12.6276
31 H 13.2879 9.3157 -12.7473
32 H 12.1356 10.5001 -12.0115
33 H 13.5841 9.4481 -15.5020
34 H 14.2767 10.9937 -15.0426
35 H 12.9534 10.7474 -16.3123
36 C 10.6976 11.9624 -7.9358
37 C 11.3094 11.6509 -9.2742
38 C 10.3106 11.3254 -10.3380
39 O 12.5438 11.7024 -9.4765
40 H 10.0610 12.8080 -8.1964
41 H 11.4060 12.2719 -7.1674
42 H 10.0267 11.2231 -7.4984
43 H 10.3760 10.3105 -10.7302
44 H 10.5355 11.9947 -11.1684
45 H 9.2838 11.5052 -10.0194
46 C 9.3737 7.3137 -12.2536
47 C 7.9534 7.2631 -11.8117
48 N 6.8505 7.2691 -11.5060
49 H 10.0449 7.1520 -11.4101
50 H 9.4670 8.3186 -12.6653
51 H 9.5520 6.5071 -12.9648
52 C 6.6590 9.5466 -8.6024
53 C 5.2385 9.8218 -8.5594
54 N 4.1236 10.0876 -8.5476
55 H 6.8473 8.5591 -9.0237
56 H 7.1282 9.3719 -7.6342
57 H 7.2276 10.3374 -9.0918
58 C 11.0345 16.1794 -4.8486
59 C 11.7719 14.9919 -5.1839
60 N 12.3553 14.0214 -5.4472
61 H 10.8037 16.0819 -3.7878
62 H 10.1582 16.1685 -5.4968
63 H 11.5533 17.1176 -5.0455
64 C 13.9654 14.7377 -8.3915
65 C 12.7713 15.4733 -8.8392
66 N 11.8466 16.0932 -9.1841
67 H 14.8177 15.2279 -8.8622
68 H 13.9407 13.6890 -8.6875
69 H 14.0934 14.8019 -7.3110

natural (NBO) atomic charge list, values in e, 8 entries: number 1, O, carries -0.93; number 2, S, carries 2.12; number 3, O, carries -0.94; number 4, C, carries -0.63; number 5, C, carries -0.40; number 6, C, carries -0.41; number 7, C, carries -0.66; number 8, H, carries 0.24

(2)
Formula: C7H8N2O3
Source: OMol25
Level of theory: ωB97M-V/def2-TZVPD

Calculated values
HOMO-LUMO gap (spin up / spin down)   7.990 / 7.989 eV
Structure (SMILES)   N=C=C1C=CC=C[C@@H]1ON(O)O

Positions of all 20 atoms, in Å:
1 N 1.1975 2.8355 -0.9289
2 C 0.4921 1.8915 -0.5924
3 C -0.3612 0.8653 -0.3711
4 C -1.5779 1.0499 0.4858
5 C -2.5529 0.1624 0.6014
6 C -2.3104 -1.1619 0.2090
7 C -1.1589 -1.4500 -0.4888
8 C -0.0024 -0.5425 -0.7207
9 O 0.8840 -1.0435 0.2747
10 N 2.1678 -0.3462 0.2276
11 O 2.5986 -0.5701 1.5350
12 O 2.9591 -1.0743 -0.5070
13 H 1.0161 3.6079 -1.7167
14 H -1.8183 2.0376 0.8337
15 H -3.4216 0.3083 1.1308
16 H -2.9642 -1.8400 0.5483
17 H -1.1463 -2.5058 -0.8243
18 H 0.3561 -0.5986 -1.7101
19 H 2.4193 0.2287 1.9785
20 H 3.2235 -1.8542 0.0352

natural (NBO) atomic charge list, values in e, 8 entries: number 1, N, carries -0.65; number 2, C, carries 0.50; number 3, C, carries -0.30; number 4, C, carries -0.14; number 5, C, carries -0.26; number 6, C, carries -0.19; number 7, C, carries -0.18; number 8, C, carries 0.02

(3)
Formula: C49H36F15GeN7O6S3SiTi
Source: OMol25
Level of theory: ωB97M-V/def2-TZVPD

Calculated values
HOMO-LUMO gap   3.990 eV
Spin multiplicity   3
Net charge   -2
⟨S²⟩   2.01

Positions of all 119 atoms, in Å:
1 Ti -1.2692 0.9840 1.4583
2 N -0.9396 -0.8357 3.1605
3 C -2.2788 -1.4658 3.4167
4 C -1.8597 -3.0054 3.1359
5 C -0.6012 -3.4697 4.0061
6 C -0.7505 -3.5541 5.4868
7 N -0.9323 -2.2294 6.0032
8 C -0.0036 -1.5813 6.8329
9 N 1.0914 -1.9889 7.2970
10 N -0.4234 -0.1503 6.7114
11 C -3.3575 -0.9405 2.5195
12 O -4.3529 -1.5960 2.5154
13 O -2.9095 0.0582 1.6634
14 H -0.3822 -1.5115 2.5956
15 H -0.2435 -0.6246 3.9260
16 H -2.4564 -1.3523 4.4953
17 H -1.7364 -2.9879 1.9914
18 H -2.6738 -3.6255 3.3026
19 H 0.4216 -3.0425 3.9854
20 H -0.2388 -4.4205 3.6211
21 H 0.0020 -4.2144 5.9752
22 H -1.7424 -3.9669 5.7040
23 H -1.8150 -1.9940 6.2847
24 H 8.6478 -6.8934 -9.7333
25 H 2.5659 8.2132 -0.4897
26 H -1.4683 0.0426 6.5269
27 H 0.1107 0.7505 7.5089
28 C 2.8263 -2.0360 -5.0750
29 C 1.9310 -1.8504 -3.8866
30 C 0.6902 -2.4450 -4.0384
31 C -0.2574 -2.4270 -3.0931
32 C 0.0139 -1.6160 -1.9548
33 C 1.2595 -1.0468 -1.7295
34 C 2.1555 -1.1324 -2.8345
35 S -0.9519 -1.8813 -0.5207
36 O -0.5743 -0.6132 0.3791
37 O -2.4507 -1.7268 -0.7426
38 N -0.5745 -3.2757 -0.0808
39 C 0.6590 -3.6532 0.2823
40 C 1.3246 -4.4175 -0.6131
41 C 2.5694 -4.9250 -0.3889
42 C 3.1011 -4.7143 0.8678
43 C 2.3423 -3.8668 1.7171
44 N 1.1368 -3.4179 1.4930
45 H 2.6086 -2.9408 -5.6340
46 H 3.8555 -2.0138 -4.8021
47 H 2.6707 -1.1508 -5.6302
48 H 0.5140 -3.0109 -4.9351
49 H -1.2801 -2.9114 -3.2345
50 H 1.4061 -0.4124 -0.9201
51 H 3.1116 -0.5769 -2.8349
52 H 0.8006 -4.7070 -1.5269
53 H 3.2092 -5.3513 -1.2554
54 H 4.1869 -4.9385 1.0358
55 H 2.9589 -3.5500 2.5796
56 S -4.5496 4.1321 1.9529
57 C -3.2277 3.2526 2.1373
58 N -2.1194 2.6946 2.1489
59 O 1.3877 0.3778 2.6509
60 O 0.4774 1.1313 2.0253
61 C 5.0272 -2.6146 4.7356
62 C 3.8932 -2.1201 5.2054
63 C 3.2701 -1.3387 4.3991
64 C 3.7634 -0.7004 3.1185
65 C 4.8877 -1.6377 2.7159
66 C 5.4117 -2.3888 3.4960
67 Si 2.7381 -0.1671 1.7702
68 C 3.4579 1.1355 0.6066
69 C 4.5213 0.8018 -0.2740
70 C 4.8800 1.6988 -1.2894
71 C 4.3376 2.9878 -1.3612
72 C 3.3912 3.3741 -0.3646
73 C 2.9717 2.4344 0.6046
74 H 5.8592 -3.5566 5.1859
75 H 3.9044 -2.0314 6.4345
76 H 2.5771 -0.7404 5.1665
77 H 5.4165 -1.0605 1.9126
78 H 1.9198 8.2935 -0.8523
79 H 2.4354 -1.0836 0.7858
80 H 4.8324 -0.2408 -0.1775
81 H 5.6654 1.4871 -2.0679
82 H 4.6262 3.6676 -2.1344
83 H 2.8334 4.2748 -0.3770
84 H 2.1615 2.7121 1.3945
85 F -2.2372 5.1883 -4.1114
86 C -1.3274 4.2006 -4.3785
87 C -1.1959 2.9518 -3.6818
88 C -0.2069 2.1555 -4.0670
89 F -0.0044 0.9522 -3.4857
90 C 0.7289 2.3883 -5.0836
91 F 1.7935 1.6256 -5.1828
92 C 0.6243 3.6516 -5.6503
93 F 1.5025 3.9717 -6.6305
94 C -0.3747 4.5266 -5.3298
95 F -0.4148 5.7301 -6.0093
96 Ge -2.3121 2.4610 -2.0967
97 S -0.8831 1.9435 -0.5288
98 C -3.5373 0.9443 -2.5132
99 C -3.5477 0.2635 -3.7015
100 F -2.5987 0.3545 -4.6399
101 C -4.5046 -0.7310 -3.9875
102 F -4.3031 -1.5132 -5.0927
103 C -5.4698 -1.0157 -3.0528
104 F -6.4891 -1.8798 -3.3809
105 C -5.4748 -0.3212 -1.8341
106 F -6.4439 -0.6135 -0.9778
107 C -4.5503 0.6720 -1.6056
108 F -4.5663 1.3514 -0.4761
109 C -3.6216 3.8958 -1.7764
110 C -3.1660 5.0146 -1.0694
111 F -1.8784 5.0534 -0.7491
112 C -3.9105 6.1406 -0.7077
113 F -3.2936 7.1066 -0.0630
114 C -5.2336 6.1708 -1.0353
115 F -5.9470 7.2962 -0.8825
116 C -5.7721 5.0950 -1.6685
117 F -7.0752 5.1134 -1.8850
118 C -4.9832 3.9981 -2.0638
119 F -5.7238 3.0937 -2.6741

Mulliken atomic charge list, values in e, 8 entries: number 1, Ti, carries -1.07; number 2, N, carries 0.86; number 3, C, carries 0.29; number 4, C, carries -1.13; number 5, C, carries 0.48; number 6, C, carries -1.59; number 7, N, carries -0.22; number 8, C, carries 0.05

(4)
Formula: C39H38Br2GeNO3PTc
Source: OMol25
Level of theory: ωB97M-V/def2-TZVPD

Calculated values
HOMO-LUMO gap (spin up / spin down)   4.743 / 3.716 eV
Spin multiplicity   4
Net charge   +2
⟨S²⟩   3.81

Positions of all 86 atoms, in Å:
1 Tc 0.9699 -2.3816 -0.5966
2 O -4.7996 -4.2151 -1.1921
3 C -3.4499 -4.0529 -1.1558
4 C -2.5963 -4.7362 -0.2637
5 C -1.3177 -4.3311 -0.1315
6 N -0.8704 -3.3106 -0.8885
7 C -1.6643 -2.6740 -1.7356
8 Br -0.7969 -1.3266 -2.8322
9 C -2.9811 -2.9851 -1.9655
10 H -5.2070 -4.9553 -0.7204
11 H -2.9759 -5.5209 0.4062
12 H -0.6065 -4.9320 0.3972
13 H -3.6100 -2.4750 -2.6960
14 Br 2.7214 -0.9814 -1.4155
15 C 3.9557 -1.8199 -0.0599
16 C 5.3077 -1.7115 -0.1289
17 C 6.1570 -2.2112 0.9118
18 C 5.5765 -2.7211 2.0308
19 C 4.1683 -2.9306 2.0809
20 C 3.5515 -3.3909 3.2465
21 C 2.1682 -3.6438 3.2548
22 C 1.3995 -3.3177 2.1842
23 C 1.9184 -2.8022 1.0108
24 C 3.3068 -2.5277 0.9863
25 H 5.7133 -1.2374 -1.0415
26 H 7.1995 -2.0268 0.8417
27 H 6.1790 -3.0283 2.8827
28 H 4.1738 -3.5743 4.1093
29 H 1.7060 -4.2261 4.1393
30 H 0.2937 -3.5539 2.2043
31 C 1.7713 -5.6873 -1.1850
32 P 1.9838 -4.0343 -2.0469
33 C 3.7538 -4.0493 -2.5547
34 C 1.1962 -4.3441 -3.6981
35 H 2.5110 -6.4034 -1.5297
36 H 0.8175 -6.1330 -1.3670
37 H 1.8315 -5.5241 -0.0764
38 H 3.8422 -4.8710 -3.3582
39 H 4.4730 -4.2150 -1.7135
40 H 3.9781 -3.1558 -3.1547
41 H 0.6950 -3.4331 -4.1115
42 H 0.3509 -5.0716 -3.4561
43 H 1.8707 -4.7489 -4.4524
44 O 1.2567 0.6052 1.2900
45 C 0.1821 0.0032 1.2655
46 O -0.0719 -1.1510 0.6888
47 C -1.0701 0.5069 2.0724
48 C -1.0573 2.0017 2.3507
49 Ge -1.3965 3.3249 0.8778
50 C -3.2869 3.2226 0.4207
51 C -4.2008 3.6570 1.3773
52 C -5.5562 3.5143 1.1225
53 C -6.0585 3.0016 -0.0640
54 C -5.1501 2.5523 -1.0193
55 C -3.7976 2.5131 -0.6913
56 C -0.2833 3.2923 -0.7783
57 C -0.8436 3.5698 -2.0187
58 C -0.0633 3.6331 -3.1537
59 C 1.3345 3.5645 -3.0640
60 C 1.9035 3.3579 -1.8351
61 C 1.1009 3.1709 -0.6889
62 C -1.2595 5.1791 1.5203
63 C -0.1070 5.5359 2.2904
64 C 0.0728 6.8548 2.6971
65 C -0.8794 7.8328 2.4100
66 C -1.8641 7.5017 1.5175
67 C -2.0424 6.1863 1.0689
68 H -1.1121 -0.0846 3.0064
69 H -1.9556 0.2184 1.5061
70 H -0.0798 2.3448 2.7594
71 H -1.8430 2.2507 3.0728
72 H -3.8846 4.1358 2.2653
73 H -6.2859 3.8875 1.8460
74 H -7.1312 3.1023 -0.3302
75 H -5.5584 2.1001 -1.9104
76 H -3.1750 1.9722 -1.3914
77 H -1.9566 3.7385 -2.0911
78 H -0.4901 3.6901 -4.1545
79 H 1.9377 3.4875 -3.9764
80 H 2.9589 3.1268 -1.8026
81 H 1.5188 2.9831 0.2914
82 H 0.7131 4.8618 2.4424
83 H 0.9561 7.0528 3.2629
84 H -0.8912 8.7228 2.9846
85 H -2.4346 8.2641 1.0756
86 H -2.8138 5.9870 0.3278

Mulliken atomic charge list, values in e, 8 entries: number 1, Tc, carries -0.45; number 2, O, carries -0.47; number 3, C, carries 0.86; number 4, C, carries -0.93; number 5, C, carries -0.83; number 6, N, carries 0.36; number 7, C, carries 0.39; number 8, Br, carries -0.11